# 1
The following is a DFT calculation (ωB97M-V/def2-TZVPD) of the molecule C5H3NO in a non-equilibrium geometry.

XYZ file:
```
10
Properties=species:S:1:pos:R:3:lowdin_charge:R:1
N -0.4642 0.6675 2.8480 0.1653
C -0.2782 0.3469 1.7462 -0.1888
C -0.0314 -0.0547 0.3927 -0.1998
C -1.1126 -0.7091 -0.3530 -0.2363
O -1.2331 -0.7614 -1.5627 0.0294
C 1.0738 0.7612 -1.3862 0.2496
C 1.2624 0.2241 -0.1872 -0.1397
H -1.8280 -1.2317 0.3169 0.1360
H 0.4391 0.4855 -2.2286 0.0652
H 2.1722 0.2716 0.4137 0.1191
```

Summary:
E_HOMO (alpha / beta): -0.342 / -0.348 hartree
Orbital gap (alpha / beta): 0.296 / 0.264 hartree
Net charge: 0
Energy above the lowest of the compared OMol25 structures with the same formula, charge and spin: 92.5 kcal per mole

# 2
The following is a DFT calculation (ωB97M-V/def2-TZVPD) of a structure of composition C36H38O2P2W in a non-equilibrium geometry.

XYZ file:
```
79
Properties=species:S:1:pos:R:3:lowdin_charge:R:1
W -0.4626 0.2104 0.5350 1.0750
C 2.8893 -3.2989 -0.6739 -0.1080
C 2.8090 -2.5849 -1.7888 -0.1048
C 1.6713 -2.4381 -2.7759 -0.1704
C 0.2372 -2.9376 -2.4599 -0.1764
C -0.4883 -2.5873 -1.1981 -0.1469
C -0.3820 -3.2417 -0.0523 -0.1400
C 0.5460 -4.3339 0.2690 -0.1673
C 2.0161 -4.4532 -0.2794 -0.1594
C 0.3414 -0.6920 2.1959 -0.2574
H 3.7363 -3.0909 0.0046 0.0794
H 3.5781 -1.8115 -1.9647 0.1008
H 1.9321 -2.9611 -3.7165 0.1249
H 1.5807 -1.3674 -3.0338 0.0962
H -0.4250 -2.5309 -3.2476 0.1164
H 0.1977 -4.0398 -2.5263 0.1278
H -1.3975 -1.9421 -1.3198 0.0688
H -1.1043 -3.0214 0.7551 0.0910
H 0.0657 -5.2717 -0.0744 0.1353
H 0.5523 -4.3935 1.3730 0.1119
H 2.5509 -4.9294 0.5522 0.1066
H 1.9654 -5.1713 -1.1186 0.1215
H 1.4162 -0.9654 2.0400 0.0315
H -0.2109 -1.5222 2.6766 0.0295
H 0.2953 0.2526 2.7920 0.0396
P 0.7437 1.7075 -0.4377 0.8679
P -2.6383 0.3759 0.5109 0.8589
C -0.6651 0.9213 -1.5731 -0.3175
C -1.9579 0.4808 -1.2226 -0.3272
C 0.5795 3.4483 -0.4913 -0.4384
C -0.0089 4.0608 -1.5961 -0.0860
C 0.1298 5.4407 -1.7439 -0.0461
C 0.7807 6.2093 -0.7737 -0.0333
C 1.2520 5.5793 0.3822 -0.0502
C 1.1406 4.2040 0.5534 -0.0730
C 2.4952 1.4139 -0.8614 -0.3375
C 3.3692 0.7910 0.0353 -0.0882
C 4.7079 0.5963 -0.3037 -0.0495
C 5.1656 1.0561 -1.5571 -0.0292
C 4.2983 1.7379 -2.4215 -0.0499
C 2.9679 1.9391 -2.0734 -0.0755
C -3.4464 1.8638 1.0901 -0.3607
C -2.7800 3.1008 1.0318 -0.0845
C -3.5030 4.2419 1.3796 -0.0462
C -4.8215 4.0666 1.8548 -0.0357
C -5.4405 2.8026 2.0360 -0.0375
C -4.7109 1.6733 1.6734 -0.0794
C -3.4692 -1.1629 0.9446 -0.3712
C -3.2629 -1.7144 2.2311 -0.0956
C -3.7677 -2.9863 2.5185 -0.0437
C -4.4147 -3.7014 1.4990 -0.0333
C -4.5042 -3.2018 0.1941 -0.0361
C -3.9855 -1.9387 -0.0971 -0.0853
H -0.3791 0.9076 -2.6490 0.1107
H -2.6503 0.2729 -2.0534 0.1092
H -0.5189 3.4394 -2.3368 0.1074
H -0.2543 5.9027 -2.6470 0.1177
H 0.9199 7.2798 -0.9268 0.1238
H 1.7433 6.1767 1.1446 0.1191
H 1.5233 3.7057 1.4487 0.1180
H 2.9970 0.4790 1.0209 0.0948
H 5.3802 0.0719 0.3799 0.1022
H 6.2186 0.9076 -1.8344 0.1259
H 4.6685 2.1066 -3.3884 0.1254
H 2.3116 2.5247 -2.7076 0.1106
H -1.7375 3.1496 0.6722 0.0740
H -3.0420 5.2321 1.2649 0.1217
H -5.4008 4.9653 2.0884 0.1185
H -6.4586 2.6985 2.4252 0.1231
H -5.0974 0.6492 1.7842 0.1094
H -2.7225 -1.1720 3.0123 0.1139
H -3.6812 -3.4284 3.5133 0.1240
H -4.8670 -4.6701 1.7038 0.1227
H -4.9740 -3.7601 -0.6182 0.1250
H -3.9845 -1.4932 -1.0940 0.1098
O 6.5354 -2.0507 3.0795 0.2622
C 5.4673 -2.4308 2.5030 -0.3706
O 4.6922 -1.8936 1.6643 -0.0179
H 5.1462 -3.4530 2.8049 0.1778
```

Summary:
Spin multiplicity: 3
E_HOMO (alpha / beta): -0.495 / -0.494 hartree
Orbital gap (alpha / beta): 0.237 / 0.205 hartree
Net charge: +2

# 3
The following is a DFT calculation (ωB97M-V/def2-TZVPD) of a structure of composition C7H7FO2 in a non-equilibrium geometry.

XYZ file:
```
17
Properties=species:S:1:pos:R:3:lowdin_charge:R:1
C 1.6995 0.9437 -0.8781 -0.0994
C 0.8591 0.9433 -1.9769 -0.0952
C 1.2313 0.4538 0.3314 -0.0772
C -0.4318 0.4543 -1.8787 -0.0332
C -0.0527 -0.0245 0.4069 0.0047
C -0.9165 -0.0441 -0.6691 -0.3189
C -0.6225 -0.6509 2.1700 -0.2914
O -2.1789 -0.5212 -0.5358 0.0624
O -0.6019 -1.9947 2.2562 0.0502
F 0.2580 -0.0580 3.0212 0.0169
H 2.7067 1.3248 -0.9551 0.0985
H 1.2077 1.3327 -2.9218 0.1022
H 1.8604 0.4563 1.2086 0.1055
H -1.0794 0.4610 -2.7458 0.1098
H -1.6239 -0.2575 2.3170 0.1370
H -2.6204 -0.4936 -1.3956 0.1097
H 0.3055 -2.3253 2.2457 0.1183
```

Summary:
E_HOMO: -0.320 hartree
Orbital gap: 0.348 hartree
Net charge: 0
Energy above the lowest of the compared OMol25 structures with the same formula, charge and spin: 0.0 kcal per mole

# 4
The following is a DFT calculation (ωB97M-V/def2-TZVPD) of the molecule C6H11N3 in a non-equilibrium geometry.

XYZ file:
```
20
Properties=species:S:1:pos:R:3:lowdin_charge:R:1
C 0.1872 0.6947 2.7228 -0.1525
C 1.1454 0.4229 0.5218 -0.4254
C 1.8569 1.0703 -0.6515 -0.0269
C -0.0455 -1.3712 -0.5104 -0.2178
C -2.1141 -0.9373 -1.5839 -0.1653
C -1.7306 0.3866 -1.1051 -0.1070
H -0.7661 1.3028 2.8140 0.0905
H -0.1912 -0.3820 2.6297 0.0830
H 0.7757 0.8319 3.5935 0.0547
H 2.9005 0.7422 -0.7094 0.0783
H 1.8148 2.1574 -0.4156 0.0881
H 1.4745 0.8704 -1.6147 0.0460
H -0.2352 -2.4556 -0.6499 0.1337
H -2.5441 -1.5506 -0.7610 0.1236
H -2.5580 -1.1100 -2.5817 0.1184
H -1.6720 1.2552 -1.7537 0.1075
H -1.8561 0.6591 -0.0421 0.1195
N 0.9217 1.0417 1.5787 0.0002
N 0.8361 -0.9742 0.3078 0.1289
N -0.7491 -0.6270 -1.4395 -0.0774
```

Summary:
E_HOMO: -0.320 hartree
Orbital gap: 0.353 hartree
Net charge: 0
SMILES: C/N=C(C)\N=C/N1CC1
Energy above the lowest of the compared OMol25 structures with the same formula, charge and spin: 59.6 kcal per mole

# 5
The following is a DFT calculation (ωB97M-V/def2-TZVPD) of the molecule C3H6N2O.

XYZ file:
```
12
Properties=species:S:1:pos:R:3:lowdin_charge:R:1
C 1.4441 -0.5094 0.2390 -0.0659
N 0.4894 0.0919 -0.7068 -0.0599
C -0.9921 -0.0076 -0.4057 -0.4918
N -1.5154 -0.7505 -1.2648 0.0987
C -1.5552 0.7735 0.7212 -0.2186
O -0.9037 1.5512 1.3840 0.0451
H 0.9840 -1.4048 0.6646 0.0947
H 1.6978 0.1854 1.0428 0.0847
H 2.3472 -0.8009 -0.3032 0.0840
H 0.7846 1.0276 -0.9916 0.1436
H -0.0659 -0.6234 -1.5669 0.1643
H -2.6342 0.5954 0.8863 0.1212
```

Summary:
E_HOMO: -0.320 hartree
Orbital gap: 0.328 hartree
Net charge: 0
Energy above the lowest of the compared OMol25 structures with the same formula, charge and spin: 92.9 kcal per mole

# 6
The following is a DFT calculation (ωB97M-V/def2-TZVPD) of a structure of composition C11H26ClI2N2P2V in a non-equilibrium geometry.

XYZ file:
```
45
Properties=species:S:1:pos:R:3:lowdin_charge:R:1
I -0.1581 -0.3331 2.4592 0.6828
I 0.3206 0.3667 -2.4168 0.6706
V 0.7769 0.0049 0.0865 -0.4038
P 2.2769 1.8021 0.5214 0.6594
C 1.6330 3.4665 0.7409 -0.2347
C 3.2632 1.5665 2.0394 -0.2472
H 3.8774 2.4630 2.2012 0.0774
H 4.1284 2.9090 -0.5657 0.0789
H 3.9011 0.6808 1.9459 0.0349
H 4.1621 1.1335 -0.8572 0.0357
H 0.9000 3.4474 1.5567 0.0499
H 2.5790 1.4173 2.8821 0.0339
C 3.5233 2.0206 -0.7918 -0.2449
H 2.4328 4.1801 0.9813 0.0835
H 3.0042 2.1473 -1.7483 0.0334
H 1.1324 3.7703 -0.1856 0.0491
P 0.3620 -2.6688 -0.3138 0.7307
C -1.2309 -3.5461 -0.5684 -0.2338
C 1.2841 -3.2832 -1.7613 -0.2628
H 2.1063 -3.4553 1.1935 0.0322
H 0.8928 -4.7319 0.8191 0.0781
H 0.5062 -3.4037 1.9742 0.0262
C 1.0409 -3.6687 1.0543 -0.2672
H 2.3546 -3.0819 -1.6490 0.0342
H 1.1069 -4.3629 -1.8588 0.0788
H -1.0708 -4.6203 -0.7309 0.0813
H -1.7411 -3.1353 -1.4480 0.0604
H 0.9193 -2.7554 -2.6501 0.0269
H -1.8683 -3.4212 0.3156 0.0623
Cl 2.8738 -1.0829 0.1245 0.2158
C -4.7036 -0.6956 -0.6270 0.0051
C -3.5817 0.2220 -0.3799 -0.2663
C -3.4926 1.6062 -0.2503 0.0564
C -2.1382 1.9217 -0.0279 -0.3311
N -1.4305 0.7716 -0.0328 -0.2477
N -2.3279 -0.2194 -0.2264 -0.0065
C -1.6238 3.2894 0.1645 -0.0148
H -5.4467 -0.6373 0.1793 0.1066
H -5.2147 -0.4592 -1.5692 0.1066
H -4.3903 -1.7450 -0.6908 0.0834
H -4.3028 2.3135 -0.2968 0.1309
H -2.0635 -1.2097 -0.2330 0.0906
H -0.9359 3.6077 -0.6251 0.0791
H -2.4895 3.9682 0.1220 0.1058
H -1.1470 3.4408 1.1431 0.0800
```

Summary:
Spin multiplicity: 3
E_HOMO (alpha / beta): -0.553 / -0.552 hartree
Orbital gap (alpha / beta): 0.223 / 0.146 hartree
Net charge: +2